This record from OMol25 describes a cluster of 19 separate species, C38H114O38 in total. The level of theory is ωB97M-V/def2-TZVPD.

Calculated values
**E_HOMO**: -0.3455 Eh
**M**: 1179.292 g/mol
**LUMO level**: -0.1 eV
**Energy above the lowest of the compared OMol25 structures with the same formula, charge and spin**: 740.7 kJ/mol
**2S+1**: 1
**HOMO-LUMO gap**: 9.3 eV

CARTESIAN COORDINATES (ANGSTROEM)
1 C -5.2706 0.8467 -4.5702
2 C -4.8089 2.3368 -4.2855
3 O -4.5964 3.1113 -5.4395
4 O -4.2833 -0.1248 -4.9418
5 H -5.9943 0.9107 -5.3828
6 H -5.7484 0.4942 -3.6561
7 H -3.9008 2.2415 -3.6902
8 H -5.6156 2.7142 -3.6570
9 H -5.3816 3.4376 -5.8853
10 H -4.2817 -0.2404 -5.8949
11 C -3.8517 2.7911 -0.8076
12 C -3.8050 3.0367 0.7107
13 O -4.8195 2.2282 1.2717
14 O -5.1523 3.1715 -1.3618
15 H -3.8404 1.7051 -0.9009
16 H -3.0641 3.2232 -1.4249
17 H -3.9234 4.0938 0.9485
18 H -2.8675 2.6215 1.0805
19 H -5.5661 2.6665 0.8568
20 H -5.2219 4.1279 -1.3174
21 C -0.5245 1.6485 -6.7035
22 C -1.5246 0.8701 -5.7328
23 O -0.8554 0.1957 -4.7084
24 O 0.4380 0.7611 -7.2461
25 H 0.1489 2.2797 -6.1236
26 H -1.0290 2.2733 -7.4406
27 H -1.9303 0.0319 -6.2994
28 H -2.2164 1.5584 -5.2474
29 H -1.2819 -0.6336 -4.4804
30 H 0.8442 0.3703 -6.4690
31 C -9.2516 1.0042 -1.6261
32 C -7.8064 1.6017 -1.5058
33 O -6.7455 0.7777 -1.1401
34 O -9.9466 0.6693 -0.4812
35 H -8.9487 0.1301 -2.2026
36 H -9.8547 1.7535 -2.1389
37 H -7.9329 2.3673 -0.7404
38 H -7.5386 2.0938 -2.4408
39 H -5.9754 1.3495 -1.1005
40 H -9.4369 -0.0214 -0.0514
41 C 3.8117 2.5165 -0.6258
42 C 3.8641 3.7761 0.1383
43 O 3.0956 3.6879 1.3718
44 O 2.4833 2.0759 -1.0688
45 H 4.1520 1.6139 -0.1182
46 H 4.4908 2.6681 -1.4649
47 H 3.2802 4.4912 -0.4412
48 H 4.8575 4.1471 0.3907
49 H 2.2523 4.0913 1.1532
50 H 2.2882 1.2987 -0.5402
51 C 6.6987 -2.6269 5.2154
52 C 6.6295 -1.9204 3.8129
53 O 6.9021 -0.4455 3.8243
54 O 5.5815 -2.1614 6.0066
55 H 7.6593 -2.4618 5.7033
56 H 6.7172 -3.7128 5.1221
57 H 5.7058 -1.9493 3.2349
58 H 7.3821 -2.5281 3.3105
59 H 7.3994 -0.2826 4.6291
60 H 5.2783 -1.3157 5.6683
61 C 2.5855 -2.3447 -6.3834
62 C 3.2791 -1.5794 -7.5199
63 O 3.8135 -2.4025 -8.5409
64 O 1.3111 -2.8688 -6.7374
65 H 2.3196 -1.7758 -5.4925
66 H 3.1590 -3.2213 -6.0820
67 H 4.0753 -0.9567 -7.1119
68 H 2.5316 -0.8891 -7.9109
69 H 4.4486 -1.9759 -9.1209
70 H 1.3538 -3.1415 -7.6569
71 C 1.7507 7.0140 0.2601
72 C 0.5768 6.9224 -0.7200
73 O -0.4564 7.8257 -0.3025
74 O 1.3646 6.1885 1.4072
75 H 1.7583 8.0328 0.6475
76 H 2.7038 6.6976 -0.1637
77 H 0.0795 5.9528 -0.6942
78 H 0.8872 7.1787 -1.7329
79 H -0.5394 8.4763 -1.0034
80 H 0.7330 6.7662 1.8418
81 C 6.3868 -0.1220 -0.3269
82 C 5.4980 -0.5738 -1.4782
83 O 5.6645 0.3216 -2.6385
84 O 7.6964 -0.6474 -0.5171
85 H 6.0236 -0.5174 0.6217
86 H 6.4253 0.9646 -0.2497
87 H 4.4560 -0.5200 -1.1630
88 H 5.7381 -1.5764 -1.8321
89 H 6.2513 -0.1115 -3.2628
90 H 7.6019 -1.5980 -0.4218
91 C 0.9403 1.1412 5.2352
92 C 1.2976 -0.0437 6.1917
93 O 1.5778 0.2219 7.5793
94 O -0.3035 1.6703 5.6004
95 H 0.9332 0.8388 4.1880
96 H 1.5872 2.0173 5.2789
97 H 2.0556 -0.6929 5.7534
98 H 0.5420 -0.8251 6.2728
99 H 0.7182 0.4846 7.9165
100 H -0.9480 1.7039 4.8898
101 C -0.6246 -4.8510 6.3800
102 C -0.6882 -3.6709 5.3646
103 O 0.5184 -3.0546 5.1743
104 O -1.8662 -5.5025 6.4590
105 H -0.4374 -4.4617 7.3807
106 H 0.1453 -5.5400 6.0324
107 H -1.3775 -2.9512 5.8063
108 H -1.0460 -3.8775 4.3559
109 H 1.1777 -3.5595 4.6926
110 H -1.6327 -6.4272 6.3495
111 C -4.4787 -4.0494 4.3255
112 C -4.4051 -3.7170 2.8413
113 O -5.0060 -4.6701 1.8985
114 O -5.8008 -3.8200 4.8649
115 H -3.7166 -3.6022 4.9637
116 H -4.3047 -5.1223 4.4074
117 H -3.3725 -3.6726 2.4951
118 H -4.7523 -2.7010 2.6532
119 H -4.8391 -4.4679 0.9750
120 H -5.6219 -3.2598 5.6237
121 C 0.7059 -3.0641 -3.3556
122 C -0.1442 -3.9741 -2.4423
123 O -1.0695 -3.2317 -1.7419
124 O -0.1767 -2.3270 -4.1380
125 H 1.6137 -3.4984 -3.7745
126 H 1.0703 -2.3669 -2.6011
127 H 0.5275 -4.4921 -1.7578
128 H -0.7170 -4.7870 -2.8885
129 H -1.7642 -2.9468 -2.3400
130 H 0.3710 -2.1312 -4.9016
131 C -0.2993 0.5954 0.6815
132 C 0.8070 -0.4920 0.6931
133 O 1.7986 -0.2049 -0.3365
134 O -1.4164 0.3516 -0.2147
135 H 0.0265 1.6187 0.4946
136 H -0.8773 0.6127 1.6055
137 H 0.3760 -1.4787 0.5233
138 H 1.2906 -0.4739 1.6698
139 H 2.1231 -1.0285 -0.7081
140 H -1.1057 0.5092 -1.1093
141 C -4.0808 0.5286 4.5821
142 C -3.7461 0.2594 6.0980
143 O -3.8369 -1.2133 6.2929
144 O -4.0419 1.9210 4.2157
145 H -5.1346 0.3000 4.4227
146 H -3.3235 0.0057 3.9980
147 H -4.3646 0.8740 6.7520
148 H -2.7912 0.6981 6.3876
149 H -3.6898 -1.6556 5.4536
150 H -4.3628 2.0271 3.3171
151 C -4.2136 -1.5890 -1.3765
152 C -5.3649 -2.4976 -1.0130
153 O -5.0215 -3.8644 -0.8161
154 O -3.6081 -2.0838 -2.5713
155 H -3.5195 -1.6115 -0.5364
156 H -4.6210 -0.5893 -1.5272
157 H -6.1389 -2.4733 -1.7801
158 H -5.9184 -2.2060 -0.1204
159 H -4.7673 -4.1498 -1.6967
160 H -3.8655 -1.3994 -3.1933
161 C 3.2927 -2.9612 1.3192
162 C 3.0216 -4.0366 2.4537
163 O 1.6265 -4.2995 2.7234
164 O 2.6486 -3.2297 0.0295
165 H 4.3592 -3.1325 1.1729
166 H 3.0822 -1.9265 1.5898
167 H 3.5391 -4.0183 3.4129
168 H 3.5127 -4.9371 2.0848
169 H 1.2932 -5.1697 2.4927
170 H 1.7117 -3.3316 0.2126
171 C 4.7983 2.1695 3.9262
172 C 4.5441 1.0950 2.8956
173 O 3.2479 1.2409 2.3919
174 O 5.0804 3.3985 3.2851
175 H 5.6720 1.9223 4.5293
176 H 3.9393 2.3651 4.5680
177 H 4.6544 0.1460 3.4202
178 H 5.3339 1.0244 2.1477
179 H 3.1842 2.0379 1.8606
180 H 4.3176 3.5694 2.7278
181 C 4.5206 2.5168 -4.8015
182 C 3.3253 1.5631 -4.7718
183 O 2.7837 1.2798 -6.0152
184 O 4.2943 3.6353 -5.6895
185 H 5.3599 1.9331 -5.1796
186 H 4.7624 2.9593 -3.8352
187 H 2.5829 2.1315 -4.2116
188 H 3.4406 0.6824 -4.1401
189 H 2.3588 2.0155 -6.4621
190 H 4.0664 4.3917 -5.1440

Atomic partial charges in e from the Löwdin method, atoms 1 to 2:
1 C -0.185
2 C -0.235